1.
Computed, not measured: a structure of composition C35H59INbO13S, with wB97M-V/def2-TZVPD.

```
! RIJCOSX wB97M-V def2-TZVPD def2/J DEFGRID3
* xyz -1 1
C -4.4637 0.5508 1.0315
C -3.2863 0.8161 1.0007
Nb -1.1106 1.1930 0.7552
S 1.3444 1.5129 0.4470
I -1.7972 3.4578 -0.7532
C -0.7877 -0.7851 1.7665
C -1.6682 -1.9204 1.3787
O -1.4253 -3.0699 1.6765
C -1.0900 2.0978 2.8315
C -0.7881 3.5959 3.0259
C 0.6810 4.0173 2.8583
C 0.9168 4.8919 1.6348
C 2.3375 5.4453 1.5109
C 2.6387 5.8946 0.0639
C -1.0545 -0.0796 -1.1526
O -0.2356 -1.2547 -1.1273
C 0.9460 -1.1622 -1.8544
C 2.0570 -2.0321 -1.2265
O 1.6190 -2.6451 -0.0363
C 2.6451 -2.9341 0.8840
C 3.2550 -1.7249 1.5643
H -5.5000 0.3262 1.1243
H 1.8764 1.2403 1.6427
H -0.9770 -0.5979 2.8278
H 0.2508 -1.0929 1.6797
H -2.5824 -1.7202 0.8064
H -2.0608 1.8719 3.2755
H -0.3620 1.5433 3.4332
H -1.4330 4.2350 2.4256
H -1.0501 3.8247 4.0639
H 0.9746 4.6099 3.7297
H 1.3340 3.1467 2.8609
H 0.6837 4.3368 0.7326
H 0.2325 5.7375 1.7201
H 3.0788 4.7096 1.8124
H 2.4083 6.3388 2.1292
H 3.6420 5.6323 -0.2508
H 2.5298 6.9746 -0.0350
H 1.9568 5.4384 -0.6502
H -0.7544 0.5912 -1.9639
H -2.0729 -0.3971 -1.3939
H 1.2815 -0.1278 -1.9386
H 0.7920 -1.5313 -2.8780
H 2.3022 -2.8298 -1.9364
H 2.9596 -1.4422 -1.0710
H 2.1740 -3.5485 1.6495
H 3.4134 -3.5595 0.4130
H 4.1604 -2.0448 2.0817
H 2.5883 -1.3163 2.3186
H 3.5354 -0.9337 0.8753
O -0.3723 -9.4315 0.2506
C -1.0044 -8.5509 0.7591
O -1.4842 -8.6537 2.0220
C -2.2915 -7.4954 2.3440
C -1.8313 -6.4072 1.3833
C -1.4249 -7.2252 0.1581
H -3.3402 -7.7649 2.1977
H -2.1341 -7.2375 3.3888
H -2.5893 -5.6539 1.1895
H -0.9605 -5.8949 1.7893
H -2.2644 -7.4080 -0.5151
H -0.6035 -6.7829 -0.3975
O -1.0604 -7.6075 6.0387
C -1.2950 -8.7712 5.9192
O -2.3884 -9.3512 6.4801
C -2.3698 -10.7702 6.2581
C -1.4738 -10.9736 5.0421
C -0.4804 -9.8227 5.1891
H -1.9710 -11.2533 7.1536
H -3.3912 -11.1087 6.1017
H -1.0155 -11.9599 5.0087
H -2.0515 -10.8392 4.1271
H 0.3742 -10.0927 5.8116
H -0.1363 -9.4461 4.2300
O 4.1649 5.9572 -2.7840
C 4.9555 6.8315 -2.6038
O 5.6110 7.0000 -1.4297
C 6.4147 8.1876 -1.4671
C 6.6595 8.4605 -2.9475
C 5.3758 7.9215 -3.5774
H 5.8592 8.9937 -0.9826
H 7.3284 8.0047 -0.9072
H 6.8596 9.5084 -3.1614
H 7.5128 7.8762 -3.2940
H 4.5854 8.6729 -3.6094
H 5.5232 7.5056 -4.5695
O -6.8559 -1.7849 -2.4001
C -6.1044 -0.9106 -2.7276
O -5.8548 0.1610 -1.9529
C -5.0004 1.0981 -2.6434
C -4.2834 0.2725 -3.7035
C -5.3286 -0.7941 -4.0287
H -5.6328 1.8746 -3.0798
H -4.3141 1.5573 -1.9396
H -3.9618 0.8655 -4.5570
H -3.4004 -0.1949 -3.2667
H -6.0207 -0.4687 -4.8078
H -4.8990 -1.7540 -4.3011
O -2.1405 3.8645 -5.0295
C -1.1219 4.4819 -4.9470
O -1.0498 5.8178 -5.1753
C 0.3184 6.2559 -5.1059
C 1.0427 5.2032 -4.2746
C 0.2582 3.9387 -4.6265
H 0.7087 6.3206 -6.1254
H 0.3397 7.2466 -4.6575
H 2.1085 5.1475 -4.4833
H 0.9236 5.4223 -3.2132
H 0.6486 3.4426 -5.5170
H 0.2143 3.2384 -3.7966
*
```

The HOMO-LUMO gap is 0.2313 Eh. The value obtained for the total energy is -3099.95940 a.u.

---

2.
Computed, not measured: a cluster of 5 separate species, C35H59N4O14 in total, with wB97M-V/def2-TZVPD.

```
! RIJCOSX wB97M-V def2-TZVPD def2/J DEFGRID3
* xyz 1 1
C -4.9169 -2.4103 -0.1159
C -4.2030 -3.0724 -1.0420
C -2.9922 -3.8335 -0.6477
O -2.8904 -4.5206 0.3454
O -2.0021 -3.6319 -1.5390
C -0.6784 -3.7344 -1.0124
C 0.1925 -2.6084 -1.5672
C 1.2758 -3.0307 -2.5647
C 2.2135 -4.1526 -2.1231
C 3.5246 -3.6810 -1.4406
C 3.6008 -4.1693 0.0187
N 2.6739 -3.4177 0.8610
C 3.0570 -2.3259 1.5010
N 4.3057 -1.8141 1.4750
C 4.2577 -0.7377 2.2645
C 5.4721 0.0699 2.5054
C 5.2052 1.4917 3.0286
C 4.9065 2.4454 1.8501
C 4.2014 3.6997 2.3585
C 3.7040 4.6065 1.2313
C 3.3311 5.9947 1.7943
C 3.2244 7.0162 0.6457
C 1.7938 6.9979 0.0937
N 3.0274 -0.5369 2.7575
N 2.2462 -1.5563 2.2791
H -5.1703 -2.8684 0.8323
H -5.1940 -1.3759 -0.2800
H -4.4412 -3.0779 -2.0988
H -0.6830 -3.6896 0.0752
H -0.3027 -4.7249 -1.2546
H 0.6628 -2.0748 -0.7378
H -0.4851 -1.8895 -2.0203
H 1.8707 -2.1432 -2.7697
H 0.7792 -3.2902 -3.4967
H 2.5020 -4.6769 -3.0285
H 1.7434 -4.9013 -1.4871
H 3.4831 -2.5950 -1.3802
H 4.4112 -3.9823 -1.9852
H 3.3341 -5.2199 0.0518
H 4.6098 -4.0587 0.3958
H 1.7170 -3.7160 0.9321
H 6.0743 0.1106 1.6057
H 6.0762 -0.4579 3.2443
H 4.3853 1.5079 3.7464
H 6.1096 1.8305 3.5227
H 5.8615 2.6739 1.3842
H 4.3010 1.8810 1.1361
H 3.4020 3.3991 3.0349
H 4.9421 4.2610 2.9259
H 2.8524 4.1361 0.7419
H 4.5207 4.7202 0.5213
H 4.1270 6.2469 2.4874
H 2.3662 5.9051 2.2852
H 3.9285 6.7572 -0.1403
H 3.4686 7.9932 1.0545
H 1.5336 5.9580 -0.0967
H 1.1314 7.3433 0.8833
H 1.6913 7.5946 -0.8047
H 2.7292 0.2170 3.3538
H 1.2658 -1.6570 2.4730
C -0.6035 3.0939 3.1924
C -0.6911 4.1907 4.2268
C -1.9179 5.0657 4.1023
O -1.4485 6.3252 4.5996
C -0.1079 6.3733 4.4118
O 0.5595 7.3447 4.5275
O 0.3685 5.1491 4.0619
H -0.3067 3.5004 2.2265
H 0.1523 2.3577 3.4767
H -1.5549 2.5768 3.0866
H -0.6092 3.7743 5.2344
H -2.7557 4.7104 4.6964
H -2.2432 5.1964 3.0670
C -10.1539 -1.4128 1.0472
C -8.7273 -0.9323 1.1780
C -8.5447 0.2551 2.0979
O -7.4145 0.9226 1.5218
C -7.3768 0.6051 0.2044
O -6.6852 1.1373 -0.5987
O -8.2356 -0.4073 -0.0683
H -10.7274 -0.7390 0.4114
H -10.1876 -2.3987 0.5849
H -10.6329 -1.4806 2.0240
H -8.0740 -1.7578 1.4738
H -8.3315 -0.0323 3.1245
H -9.3981 0.9370 2.0860
C 3.4282 -8.1352 -7.1456
C 3.3994 -7.1805 -5.9751
C 2.1655 -6.3068 -5.9061
O 2.6654 -5.1176 -5.2759
C 3.9960 -5.0382 -5.5439
O 4.6599 -4.0788 -5.3316
O 4.4449 -6.1943 -6.0765
H 3.6639 -7.6036 -8.0671
H 4.1977 -8.8930 -7.0051
H 2.4700 -8.6425 -7.2578
H 3.5444 -7.7236 -5.0376
H 1.3690 -6.7463 -5.3102
H 1.7722 -6.0419 -6.8899
C -3.9598 2.8035 -2.4532
C -3.2969 3.1034 -1.1293
C -1.9289 2.4806 -0.9545
O -1.8640 2.2713 0.4644
C -3.1425 2.1525 0.9173
O -3.4267 1.7800 2.0083
O -4.0233 2.5126 -0.0349
H -4.3426 1.7832 -2.4668
H -4.8071 3.4673 -2.6178
H -3.2596 2.9374 -3.2781
H -3.2573 4.1822 -0.9593
H -1.1224 3.1344 -1.2787
H -1.8317 1.5145 -1.4562
*
```

The HOMO-LUMO gap is 0.3131 Eh. The value obtained for the total energy is -2641.21948 a.u.

---

3.
Computed, not measured: a structure of composition C35H61AgGe2N7O9PS, with wB97M-V/def2-TZVPD.

```
! RIJCOSX wB97M-V def2-TZVPD def2/J DEFGRID3
* xyz 1 2
Ag 0.9987 1.7484 20.4929
N 1.1503 0.5548 22.5995
C 2.3144 -0.3337 22.6325
C 2.8746 -0.3553 24.0371
C 3.8341 -1.5904 24.4444
C 3.5141 -3.0089 23.8503
N 3.9180 -3.0765 22.4597
C 4.1869 -4.1508 21.6839
N 4.5830 -4.0079 20.3871
N 3.7869 -5.3918 22.0582
C 3.3962 0.1054 21.5900
O 4.4409 -0.6020 21.5046
O 3.2432 1.2242 20.9839
H 1.3533 1.4161 23.1368
H 0.3685 0.0987 23.0626
H 1.9946 -1.3018 22.2659
H 2.0471 -0.4419 24.8133
H 3.4931 0.6124 24.1559
H 3.7260 -1.5815 25.5261
H 4.9006 -1.2601 24.2978
H 2.4308 -3.2598 23.9407
H 4.2028 -3.6809 24.4560
H 4.1037 -2.1024 22.0801
H 5.1084 -3.1083 20.2401
H 5.1072 -4.7688 19.9781
H 3.3274 -5.5351 22.9692
H 3.8879 -6.1686 21.3769
C -5.6275 0.5402 30.6781
C -5.0376 0.9683 29.3644
O -3.5924 0.7533 29.3925
P -2.5198 0.9732 28.1381
O -2.6841 -0.3342 27.1842
C -2.8043 -1.7014 27.7290
C -2.0982 -2.5022 26.6904
O -1.1989 0.4825 28.9509
C -0.3836 1.2499 29.9283
C -0.7058 0.8948 31.4104
H -6.7635 0.5655 30.6848
H -5.4327 1.2056 31.4979
H -5.3111 -0.4369 30.9258
H -5.1594 2.0624 29.2575
H -5.4188 0.4268 28.5053
H -3.9103 -1.9226 27.8003
H -2.3745 -1.8235 28.7176
H -2.5811 -2.3723 25.6949
H -2.1495 -3.6218 26.8607
H -1.0455 -2.2454 26.6546
H -0.5251 2.2750 29.6377
H 0.6231 1.0644 29.5788
H -1.7245 1.1475 31.6752
H -0.0451 1.3463 32.1460
H -0.5757 -0.2303 31.4907
C 4.5772 3.4338 19.3321
Ge 3.3253 3.6858 17.8354
C 2.5729 5.5309 17.9235
C 4.3176 3.6321 16.1165
Ge 1.4746 2.0909 18.1886
C 2.1843 0.6822 17.0061
C 1.8014 0.7698 15.6942
C 1.8811 -0.3826 14.8695
C 2.4737 -1.5530 15.3946
C 2.9451 -1.5506 16.7202
C 2.7867 -0.4214 17.5278
C -0.1260 2.7812 17.2207
C -0.5694 4.1115 17.4483
C -1.6331 4.5293 16.6250
C -2.1362 3.7845 15.5563
C -1.7565 2.4642 15.4562
C -0.7241 1.9718 16.3164
H 5.5540 3.3448 18.8306
H 4.4434 2.5055 19.9172
H 4.5897 4.2866 20.0494
H 1.6886 5.5688 18.6427
H 2.3130 5.8190 16.8994
H 3.3134 6.2275 18.4352
H 3.8090 4.0567 15.2562
H 4.4149 2.5524 15.9010
H 5.2456 4.1861 16.1240
H 1.4703 1.6904 15.2491
H 1.4507 -0.3217 13.8279
H 2.6418 -2.4472 14.8362
H 3.4151 -2.4782 17.1437
H 3.1146 -0.3766 18.5583
H -0.2275 4.8356 18.1868
H -2.0478 5.5090 16.8468
H -2.8670 4.2522 14.8604
H -2.1282 1.8198 14.6886
H -0.5317 0.9161 16.3378
C -6.5159 5.0398 25.8893
C -6.8222 5.5448 24.4591
S -6.4457 4.4838 23.1164
O -7.1954 3.2468 23.1068
O -6.6080 5.3683 21.9892
C -4.6865 4.0017 23.3090
C -4.0089 3.8716 21.9635
N -2.5414 3.8082 22.0710
C -1.7744 2.7079 21.7756
N -0.5242 3.0808 21.4549
C -0.4604 4.4526 21.6186
C -1.6215 4.8960 22.0692
N -1.9937 6.1899 22.2466
O -1.0212 7.0283 22.2920
O -3.1562 6.6078 22.4336
C -2.2552 1.3162 21.5401
H -6.0490 4.0642 25.8812
H -7.4808 5.0409 26.4664
H -5.7460 5.7002 26.2862
H -6.4153 6.5175 24.2847
H -7.9541 5.6270 24.3778
H -4.8046 3.0365 23.8069
H -4.2150 4.7584 23.9336
H -4.2232 4.7485 21.3225
H -4.3388 2.9447 21.4173
H 0.4092 5.0929 21.3743
H -3.1905 1.0692 22.0617
H -1.4983 0.6591 22.0085
H -2.4486 1.1968 20.4804
*
```

The HOMO-LUMO gap (spin up / spin down) is 0.2368 / 0.2137 Eh. The value obtained for the total energy is -7470.69663 a.u.